The following is a DFT calculation (ωB97M-V/def2-TZVPD) of a single C3H8N4 molecule.

Computed properties:
Kohn-Sham gap, eV: 8.80
Structure (SMILES): [H]/N=C/C(N)=N\NC
Charge: 0

Element x y z (Å)
C: -0.4364 2.1210 1.0262
N: -0.3275 1.1703 -0.0765
C: -0.4977 -1.0066 -0.3762
N: -0.8058 -2.3080 -0.1008
C: 0.9574 -0.6570 -0.7663
N: -1.1807 -0.0045 0.0809
N: 1.8661 -1.5919 -0.6829
H: -0.5723 1.6624 -0.9409
H: -1.4663 -2.4471 0.6514
H: 0.0060 -2.9198 -0.0667
H: 2.6612 -1.3598 -1.2858
H: 1.2117 0.2275 -1.3708
H: -1.4453 2.5425 1.0600
H: -0.2316 1.6225 1.9765
H: 0.2611 2.9484 0.8720

Force components x, y, z for each atom (eV/Å):
-0.8 -0.3 -0.2
-0.1 0.8 0.0
1.8 1.8 2.9
0.1 -0.2 -0.6
1.5 -2.9 -2.2
0.2 0.0 -0.9
-1.9 1.0 -0.2
-0.2 -0.3 0.4
0.0 0.1 -0.2
-0.2 0.3 -0.2
0.1 0.3 0.7
-0.6 -0.5 0.4
-0.1 0.1 0.3
0.1 0.1 -0.2
0.1 -0.3 0.0

***

The following is a DFT calculation (ωB97M-V/def2-TZVPD) of a molecular structure, C3H8N4O.

Computed properties:
Kohn-Sham gap, eV: 9.02
Charge: 0

Element x y z (Å)
C: 0.7162 -0.3882 2.4325
C: 0.9331 -1.6061 1.4420
C: -0.3054 -0.1589 -1.2656
H: 1.6889 0.1903 1.9549
H: 0.7573 -0.5779 3.6025
H: -0.3243 0.1180 2.3509
H: 1.4752 -2.6427 1.7515
H: -0.4312 0.2402 0.5045
H: 0.1836 1.8890 -1.0989
H: -2.1805 2.0215 -2.3741
H: -1.2656 1.0519 -3.3321
N: 0.7417 -1.5443 0.0750
N: 0.5306 -0.3244 -0.2960
N: -0.5773 1.1306 -1.3859
N: -1.0933 1.6899 -2.4977
O: -0.8490 -1.0889 -1.8637

Force components x, y, z for each atom (eV/Å):
1.4 -0.4 -0.5
0.2 -2.4 -2.6
-3.6 -2.9 -4.7
-2.7 -0.2 1.8
0.6 -0.1 -2.7
1.9 -0.4 -0.5
-1.8 2.7 -0.4
3.8 -1.4 -1.7
-1.7 -3.0 -0.1
3.3 -1.0 0.2
1.1 0.4 1.7
2.5 -2.6 7.0
-1.3 3.6 6.4
2.0 5.2 0.5
-5.8 1.3 -4.0
0.3 1.5 -0.4